No. 1
{"formula": "C46H62CsN6O5PS", "method": "ωB97M-V with the def2-TZVPD basis set", "homo_energy_ev": -2.26, "spin_multiplicity": 1, "e_tot_ha": -3254.56016, "mol_weight_g_mol": 974.99, "charge": -2, "relative_energy_kj_mol": 0.0, "gap_ev": 5.96, "symbols": ["Cs", "S", "C", "C", "C", "C", "C", "C", "N", "C", "C", "C", "C", "C", "C", "C", "H", "H", "H", "H", "H", "H", "H", "H", "O", "H", "H", "C", "C", "N", "C", "C", "N", "H", "H", "H", "H", "H", "H", "C", "C", "N", "C", "C", "C", "O", "C", "C", "C", "C", "N", "C", "H", "H", "H", "H", "H", "H", "H", "H", "H", "H", "H", "H", "H", "H", "O", "C", "C", "C", "C", "C", "C", "C", "O", "O", "H", "H", "H", "H", "H", "C", "C", "C", "C", "P", "N", "C", "C", "C", "C", "C", "C", "C", "C", "H", "H", "H", "H", "H", "H", "H", "H", "H", "H", "H", "H", "H", "H", "H", "H", "H", "H", "H", "H", "H", "H", "H", "H", "H", "H", "H"], "coordinates": [[-0.529, 0.564, -1.269], [-4.001, 4.977, -2.381], [-4.677, 4.265, -0.956], [-5.599, 4.797, -0.066], [-5.992, 4.022, 1.014], [-5.477, 2.737, 1.190], [-4.565, 2.203, 0.299], [-4.141, 2.973, -0.784], [-3.237, 2.586, -1.740], [-3.030, 3.474, -2.647], [-2.115, 3.410, -3.780], [-2.350, 4.278, -4.863], [-1.487, 4.304, -5.937], [-0.377, 3.461, -5.919], [-0.185, 2.595, -4.855], [-1.020, 2.506, -3.718], [-5.993, 5.796, -0.211], [-6.708, 4.419, 1.724], [-5.797, 2.156, 2.046], [-4.179, 1.197, 0.422], [-3.231, 4.914, -4.867], [-1.670, 4.961, -6.780], [0.325, 3.489, -6.749], [0.688, 1.942, -4.899], [2.413, 2.847, -1.109], [1.924, 2.413, -0.360], [1.737, 3.384, -1.538], [-1.746, -3.507, 0.439], [-2.984, -2.953, -0.182], [-3.986, -2.364, 0.442], [-4.898, -2.066, -0.539], [-4.435, -2.483, -1.756], [-3.214, -3.050, -1.512], [-1.201, -2.731, 0.976], [-1.108, -3.917, -0.342], [-2.000, -4.300, 1.144], [-5.827, -1.573, -0.297], [-4.867, -2.442, -2.742], [-2.524, -3.428, -2.189], [6.074, -1.852, 3.459], [6.676, -2.416, 2.175], [5.680, -2.553, 1.121], [5.748, -1.635, -0.009], [5.350, -0.203, 0.332], [4.827, -3.615, 1.202], [4.955, -4.482, 2.058], [3.685, -3.630, 0.237], [3.491, -4.683, -0.651], [2.382, -4.662, -1.478], [1.503, -3.586, -1.397], [1.673, -2.587, -0.531], [2.727, -2.623, 0.272], [6.836, -1.767, 4.235], [5.285, -2.517, 3.810], [5.637, -0.868, 3.286], [7.094, -3.403, 2.379], [7.471, -1.767, 1.804], [5.104, -2.014, -0.799], [6.779, -1.649, -0.384], [4.326, -0.156, 0.701], [5.413, 0.420, -0.561], [6.011, 0.221, 1.090], [4.204, -5.499, -0.678], [2.175, -5.457, -2.183], [0.626, -3.548, -2.034], [2.822, -1.800, 0.976], [-0.746, -3.325, -6.096], [-2.006, -3.845, -6.009], [-2.990, -3.512, -6.934], [-4.268, -4.041, -6.823], [-4.563, -4.915, -5.789], [-3.570, -5.250, -4.876], [-2.290, -4.726, -4.969], [-1.245, -5.053, -3.891], [-0.629, -6.118, -3.989], [-1.154, -4.166, -2.994], [-0.747, -2.622, -6.750], [-2.753, -2.823, -7.739], [-5.029, -3.762, -7.542], [-5.560, -5.326, -5.686], [-3.789, -5.928, -4.059], [-1.625, 0.295, 2.931], [-0.136, 0.287, 3.306], [-0.029, 0.221, 4.829], [0.440, -0.997, 2.690], [0.678, 1.777, 2.339], [0.845, 1.568, 0.848], [-0.411, 3.320, 2.822], [-1.599, 3.333, 1.849], [0.439, 4.545, 2.451], [-0.920, 3.484, 4.252], [2.370, 2.067, 3.290], [2.372, 2.606, 4.720], [3.079, 0.705, 3.261], [3.232, 2.990, 2.415], [-2.080, -0.673, 3.162], [-1.736, 0.474, 1.864], [-2.182, 1.058, 3.476], [-0.638, -0.618, 5.186], [-0.402, 1.128, 5.307], [0.993, 0.049, 5.168], [-0.275, -1.819, 2.785], [1.366, -1.317, 3.166], [0.637, -0.823, 1.631], [-1.238, 3.113, 0.843], [-2.069, 4.323, 1.834], [-2.368, 2.609, 2.106], [0.960, 4.360, 1.509], [1.172, 4.782, 3.223], [-0.201, 5.425, 2.322], [-1.656, 2.723, 4.514], [-1.417, 4.457, 4.340], [-0.112, 3.452, 4.984], [1.775, 1.996, 5.398], [2.005, 3.633, 4.764], [3.403, 2.611, 5.095], [2.707, 0.026, 4.028], [4.155, 0.829, 3.432], [2.933, 0.244, 2.281], [2.975, 4.041, 2.531], [3.118, 2.730, 1.363], [4.289, 2.876, 2.685]]}

---

No. 2
{"formula": "C46H62F6MnN5O25S2", "method": "ωB97M-V with the def2-TZVPD basis set", "homo_energy_ev": [-9.65, -9.65], "spin_multiplicity": 6, "e_tot_ha": -6491.03920, "mol_weight_g_mol": 1318.07, "charge": 1, "gap_ev": [5.28, 4.59], "symbols": ["Mn", "C", "F", "F", "F", "S", "O", "O", "N", "S", "O", "O", "C", "F", "F", "F", "C", "C", "C", "O", "C", "O", "O", "H", "H", "H", "H", "H", "H", "C", "C", "C", "O", "C", "O", "O", "H", "H", "H", "H", "H", "H", "C", "C", "C", "O", "C", "O", "O", "H", "H", "H", "H", "H", "H", "C", "C", "C", "O", "C", "O", "O", "H", "H", "H", "H", "H", "H", "C", "C", "C", "O", "C", "O", "O", "H", "H", "H", "H", "H", "H", "C", "C", "C", "O", "C", "O", "O", "H", "H", "H", "H", "H", "H", "C", "C", "C", "O", "C", "O", "O", "H", "H", "H", "H", "H", "H", "N", "C", "C", "C", "C", "H", "H", "H", "H", "H", "N", "C", "C", "C", "C", "H", "H", "H", "H", "H", "N", "C", "C", "C", "C", "H", "H", "H", "H", "H", "N", "C", "C", "C", "C", "H", "H", "H", "H", "H"], "coordinates": [[-0.951, 3.510, 1.665], [1.355, 1.715, -1.357], [2.670, 1.661, -1.317], [0.969, 2.919, -1.441], [1.040, 1.006, -2.459], [0.635, 0.877, 0.224], [0.421, -0.534, -0.086], [1.670, 1.035, 1.210], [-0.813, 1.826, 0.641], [-1.889, 1.147, -0.317], [-3.042, 2.045, -0.289], [-1.483, 0.714, -1.669], [-2.486, -0.493, 0.661], [-3.864, -0.380, 0.883], [-2.258, -1.598, -0.039], [-1.893, -0.552, 1.885], [0.018, -4.646, 0.677], [-1.285, -5.059, -0.082], [-1.168, -6.286, -1.023], [-2.246, -7.037, -0.516], [-2.892, -6.500, 0.460], [-3.853, -7.014, 1.066], [-2.204, -5.429, 0.846], [0.314, -5.359, 1.446], [-0.198, -3.666, 1.103], [0.832, -4.321, 0.029], [-1.580, -4.164, -0.629], [-0.165, -6.700, -0.919], [-1.362, -5.987, -2.054], [-1.935, 3.147, -3.767], [-2.943, 2.269, -4.569], [-2.523, 0.825, -4.946], [-3.664, 0.096, -4.455], [-4.581, 0.877, -3.849], [-5.688, 0.564, -3.392], [-4.051, 2.124, -3.743], [-2.182, 4.207, -3.823], [-0.921, 3.100, -4.164], [-1.919, 2.888, -2.709], [-3.173, 2.834, -5.473], [-1.636, 0.528, -4.387], [-2.422, 0.649, -6.016], [-5.890, 0.359, 4.746], [-5.496, 1.689, 4.088], [-5.168, 2.872, 4.989], [-3.811, 3.185, 4.574], [-3.457, 2.477, 3.533], [-2.410, 2.634, 2.919], [-4.325, 1.509, 3.346], [-6.044, -0.472, 4.058], [-6.740, 0.448, 5.423], [-4.996, -0.030, 5.233], [-6.286, 2.162, 3.504], [-5.353, 2.586, 6.024], [-5.887, 3.668, 4.795], [4.270, 6.653, 3.099], [3.564, 6.465, 1.772], [4.237, 5.616, 0.622], [3.112, 4.703, 0.351], [2.048, 4.913, 1.123], [0.964, 4.256, 1.039], [2.340, 5.819, 2.042], [5.137, 7.294, 2.941], [4.586, 5.699, 3.522], [3.745, 7.295, 3.807], [3.348, 7.439, 1.332], [4.989, 5.057, 1.179], [4.645, 6.230, -0.181], [-5.371, -3.206, 0.441], [-5.857, -3.607, -0.959], [-5.509, -2.547, -2.014], [-4.976, -3.290, -3.090], [-4.541, -4.397, -2.617], [-3.817, -5.224, -3.232], [-5.007, -4.643, -1.380], [-5.706, -2.222, 0.771], [-4.289, -3.335, 0.404], [-5.782, -3.892, 1.181], [-6.914, -3.868, -0.907], [-4.815, -1.810, -1.610], [-6.346, -1.952, -2.379], [0.646, -2.073, -4.012], [-0.064, -3.030, -4.981], [-0.947, -4.070, -4.610], [-1.959, -4.107, -5.541], [-1.935, -2.935, -6.203], [-2.737, -2.575, -7.048], [-0.828, -2.267, -5.850], [0.793, -1.073, -4.421], [1.612, -2.349, -3.589], [0.095, -1.939, -3.082], [0.707, -3.499, -5.591], [-1.317, -4.014, -3.586], [-0.482, -5.056, -4.637], [5.441, 0.600, 0.919], [5.162, 1.823, 1.749], [4.270, 1.552, 2.967], [4.899, 2.213, 4.043], [6.159, 2.514, 3.685], [7.005, 3.149, 4.282], [6.382, 2.128, 2.401], [6.336, 0.743, 0.315], [4.639, 0.335, 0.230], [5.652, -0.235, 1.586], [4.830, 2.672, 1.151], [4.162, 0.479, 3.121], [3.284, 1.935, 2.703], [-2.083, -2.318, 5.623], [-2.174, -1.063, 5.081], [-1.466, -0.183, 5.907], [-0.890, -0.929, 6.920], [-1.124, -2.246, 6.647], [-2.562, -3.162, 5.344], [-2.788, -0.820, 4.227], [-1.463, 0.893, 5.811], [-0.250, -0.554, 7.705], [-0.924, -3.170, 7.169], [0.796, -1.701, 4.416], [1.353, -2.950, 4.530], [2.368, -3.092, 3.599], [2.610, -1.848, 3.022], [1.653, -0.983, 3.593], [-0.030, -1.392, 4.908], [0.903, -3.638, 5.230], [2.958, -3.922, 3.240], [3.434, -1.544, 2.394], [1.526, 0.087, 3.517], [5.471, -2.773, -4.141], [5.738, -2.855, -2.771], [4.975, -1.959, -2.078], [4.223, -1.269, -2.948], [4.432, -1.830, -4.180], [5.817, -3.327, -4.912], [6.448, -3.582, -2.405], [4.975, -1.812, -1.008], [3.429, -0.570, -2.729], [4.019, -1.458, -5.106], [3.033, 5.292, -4.913], [4.164, 5.990, -4.756], [4.820, 5.603, -3.604], [4.028, 4.657, -2.980], [2.936, 4.428, -3.825], [2.458, 5.273, -5.743], [4.423, 6.745, -5.483], [5.771, 5.971, -3.247], [4.200, 4.017, -2.127], [2.146, 3.699, -3.727]]}